The following is a quantum chemistry calculation of a cluster of 2 separate species, H3N2O2S2 in total at a distorted geometry, from the Open Molecules 2025 dataset.

Geometry as XYZ:
```
9
Properties=species:S:1:pos:R:3
N -0.112 1.617 -2.071
N -0.613 0.879 -1.170
O -0.825 -1.334 2.370
O 0.981 -1.792 0.734
S 0.364 0.985 1.184
S 0.504 -0.802 2.077
H 0.674 1.091 -2.552
H 0.409 -2.058 0.059
H -1.382 1.414 -0.632
```

Computed properties:
ΔE to the lowest compared entry with this formula, charge and spin in eV: 1.282
Net charge: -1
Strongest force on any atom in eV Å⁻¹: 3.8
Orbital gap in eV: 7.539
HOMO energy in eV: -3.57

The following is a quantum chemistry calculation of a cluster of 2 separate species, H3N2PS in total at a distorted geometry, from the Open Molecules 2025 dataset.

Geometry as XYZ:
```
7
Properties=species:S:1:pos:R:3
N -2.637 -0.468 0.026
N -3.539 -1.308 -0.008
P -1.309 0.264 -0.084
S 1.679 -1.215 0.103
H -4.336 -1.153 0.594
H 1.559 -2.500 0.256
H 3.034 -1.448 0.097
```

Computed properties:
ΔE to the lowest compared entry with this formula, charge and spin in eV: 0.982
Net charge: 0
Strongest force on any atom in eV Å⁻¹: 1.5
Orbital gap in eV: 7.954
HOMO energy in eV: -8.19

The following is a quantum chemistry calculation of a cluster of 2 separate species, H3N3O2 in total at a distorted geometry, from the Open Molecules 2025 dataset.

Geometry as XYZ:
```
8
Properties=species:S:1:pos:R:3
N 0.702 -0.284 0.085
N -1.106 0.567 0.166
N -2.125 -0.136 0.037
O -2.087 -1.318 -0.109
O -3.112 0.607 0.007
H 0.760 -0.239 1.120
H 0.217 -1.270 -0.057
H -1.111 1.634 0.005
```

Computed properties:
ΔE to the lowest compared entry with this formula, charge and spin in eV: 2.954
Net charge: 0
Strongest force on any atom in eV Å⁻¹: 9.4
Orbital gap (spin up / spin down) in eV: 9.281 / 9.277
HOMO energy (spin up / spin down) in eV: -10.61 / -10.61

The following is a quantum chemistry calculation of a structure of composition H3N3O2 at a distorted geometry, from the Open Molecules 2025 dataset.

Geometry as XYZ:
```
8
Properties=species:S:1:pos:R:3
N 1.252 -0.070 -0.394
N 0.400 0.813 0.110
N -1.228 -0.011 0.189
O -1.104 -1.219 0.241
O -2.210 0.659 0.007
H 1.162 -0.869 0.160
H 1.062 -0.182 -1.404
H 0.665 0.879 1.091
```

Computed properties:
ΔE to the lowest compared entry with this formula, charge and spin in eV: 0.895
Net charge: 0
Strongest force on any atom in eV Å⁻¹: 2.5
Orbital gap in eV: 10.059
HOMO energy in eV: -9.67

The following is a quantum chemistry calculation of the molecule H3N3O2 at a distorted geometry, from the Open Molecules 2025 dataset.

Geometry as XYZ:
```
8
Properties=species:S:1:pos:R:3
N -1.331 0.200 -0.039
N -0.189 -0.528 -0.259
N 1.021 0.015 -0.013
O 1.070 1.220 -0.012
O 1.983 -0.761 0.036
H -1.219 0.674 0.957
H -1.167 0.783 -0.842
H -0.169 -1.604 0.172
```

Computed properties:
ΔE to the lowest compared entry with this formula, charge and spin in eV: 0.822
Net charge: 0
SMILES string: NN[N+](=O)[O-]
Strongest force on any atom in eV Å⁻¹: 7.2
Orbital gap in eV: 11.441
HOMO energy in eV: -10.97

The following is a quantum chemistry calculation of the molecule H3N3O2 at a distorted geometry, from the Open Molecules 2025 dataset.

Geometry as XYZ:
```
8
Properties=species:S:1:pos:R:3
N 0.441 -1.134 0.522
N -0.255 0.286 0.562
N -0.404 0.705 -0.647
O 0.531 0.565 -1.436
O -1.476 1.236 -0.898
H 0.736 -1.035 -0.476
H 1.391 -1.037 1.073
H -0.963 0.414 1.300
```

Computed properties:
ΔE to the lowest compared entry with this formula, charge and spin in eV: 1.067
Net charge: 0
SMILES string: NN[N+](=O)[O-]
Strongest force on any atom in eV Å⁻¹: 6.1
Orbital gap in eV: 10.834
HOMO energy in eV: -10.57

The following is a quantum chemistry calculation of the molecule H3N3O2 at a distorted geometry, from the Open Molecules 2025 dataset.

Geometry as XYZ:
```
8
Properties=species:S:1:pos:R:3
O -2.486 -0.015 0.297
N -1.518 0.092 -0.435
N -0.472 -0.449 0.083
N 0.771 -0.271 -0.449
O 1.306 0.853 0.175
H -0.321 -0.740 1.032
H 0.652 -0.036 -1.440
H 2.068 0.565 0.738
```

Computed properties:
ΔE to the lowest compared entry with this formula, charge and spin in eV: 0.791
Net charge: 0
SMILES string: O=NNNO
Strongest force on any atom in eV Å⁻¹: 2.3
Orbital gap in eV: 10.296
HOMO energy in eV: -9.66

The following is a quantum chemistry calculation of a structure of composition H3N3O2S at a distorted geometry, from the Open Molecules 2025 dataset.

Geometry as XYZ:
```
9
Properties=species:S:1:pos:R:3
N 0.748 1.301 0.083
N 0.371 -0.445 -0.331
N -1.055 -0.461 -0.412
O -1.615 0.532 -0.619
O -1.507 -1.558 -0.355
S 1.307 -1.412 0.601
H -0.210 1.607 -0.026
H 1.191 1.667 -0.731
H 0.769 -1.231 1.790
```

Computed properties:
ΔE to the lowest compared entry with this formula, charge and spin in eV: 3.306
Net charge: 0
Strongest force on any atom in eV Å⁻¹: 5.9
Orbital gap in eV: 10.040
HOMO energy in eV: -10.01

The following is a quantum chemistry calculation of a cluster of 2 separate species, H3N3O3 in total at a distorted geometry, from the Open Molecules 2025 dataset.

Geometry as XYZ:
```
9
Properties=species:S:1:pos:R:3
N 1.764 -0.616 0.222
N 0.844 0.067 -0.388
O 0.768 1.251 -0.209
H 1.643 -1.690 0.022
H 2.358 -0.350 0.974
O -2.475 -1.148 -0.140
N -1.939 -0.126 -0.571
O -1.797 0.945 0.269
H -1.167 1.667 -0.177
```

Computed properties:
ΔE to the lowest compared entry with this formula, charge and spin in eV: 4.005
Net charge: 0
SMILES string: NN=O.O=NO
Strongest force on any atom in eV Å⁻¹: 4.7
Orbital gap in eV: 10.016
HOMO energy in eV: -9.69

The following is a quantum chemistry calculation of a cluster of 2 separate species, H3N3S in total at a distorted geometry, from the Open Molecules 2025 dataset.

Geometry as XYZ:
```
7
Properties=species:S:1:pos:R:3
N -1.242 -0.046 1.964
N -0.487 0.495 1.219
N 0.930 -0.105 -1.549
S 0.450 -1.253 -0.564
H -1.775 0.474 2.576
H 0.211 0.497 -1.910
H 1.912 -0.061 -1.737
```

Computed properties:
ΔE to the lowest compared entry with this formula, charge and spin in eV: 3.109
Net charge: 0
Strongest force on any atom in eV Å⁻¹: 4.7
Orbital gap (spin up / spin down) in eV: 8.275 / 8.139
HOMO energy (spin up / spin down) in eV: -7.69 / -8.07

The following is a quantum chemistry calculation of a cluster of 2 separate species, H3N4 in total at a distorted geometry, from the Open Molecules 2025 dataset.

Geometry as XYZ:
```
7
Properties=species:S:1:pos:R:3
N -4.004 0.188 0.039
N -2.989 0.155 -0.360
N 1.804 -0.187 -0.104
N 0.543 -0.048 -0.072
H 1.999 -1.088 -0.708
H 2.380 0.294 0.547
H 0.267 0.685 0.658
```

Computed properties:
ΔE to the lowest compared entry with this formula, charge and spin in eV: 0.531
Net charge: +1
Strongest force on any atom in eV Å⁻¹: 6.1
Orbital gap in eV: 9.815
HOMO energy in eV: -17.69

The following is a quantum chemistry calculation of the molecule H3NO at a distorted geometry, from the Open Molecules 2025 dataset.

Geometry as XYZ:
```
5
Properties=species:S:1:pos:R:3
N -0.498 -0.282 -0.321
O 0.883 -0.281 -0.277
H -0.654 -0.596 0.651
H -0.910 0.672 -0.307
H 1.179 0.486 0.254
```

Computed properties:
ΔE to the lowest compared entry with this formula, charge and spin in eV: 0.205
Net charge: 0
SMILES string: NO
Strongest force on any atom in eV Å⁻¹: 2.8
Orbital gap in eV: 10.871
HOMO energy in eV: -9.99